(1)
Formula: C5H13NO3Si
Source: the OMol25 dataset
Level of theory: wB97M-V/def2-TZVPD

SMILES ... C[Si](C)(C)O/[N+]([O-])=C\CO
Lowest unoccupied orbital energy ... 0.02736 Eh
Kohn-Sham gap ... 9.7210 eV
E_HOMO ... -8.98 eV
Energy relative to the best compared isomer or geometry (same formula, charge and spin) ... 107.0 kcal per mole

```
23
Properties=species:S:1:pos:R:3:forces:R:3
Si 0.975 0.282 -0.677 1.0 0.0 -0.4
O 0.773 -0.464 1.922 1.3 -0.1 0.2
O -0.477 0.174 0.219 -0.7 0.2 0.1
O -3.039 -1.083 0.208 -0.1 -0.1 -0.5
N -0.376 -0.295 1.511 -0.4 0.0 0.3
C -3.084 -0.511 1.457 3.9 0.6 1.3
C 1.437 -1.478 -1.222 -0.2 0.7 0.2
C -1.448 -0.476 2.179 -4.5 -0.4 -1.3
C 2.420 1.169 0.183 -0.5 -0.4 -0.3
C 0.331 1.367 -2.098 0.2 -0.5 0.5
H 2.081 2.033 0.747 -0.1 0.1 0.0
H 3.147 1.513 -0.548 0.1 0.1 -0.3
H -3.417 0.529 1.463 -0.1 -0.1 0.0
H 2.341 -1.474 -1.823 0.2 0.1 -0.1
H 0.648 -1.935 -1.814 -0.2 0.0 -0.1
H -0.676 1.103 -2.405 -0.2 -0.1 0.0
H -1.375 -0.832 3.188 0.4 0.0 0.1
H 0.326 2.416 -1.815 0.0 0.1 0.1
H 0.979 1.267 -2.962 0.2 0.0 -0.2
H -2.449 -0.558 -0.353 -0.1 -0.1 0.2
H 2.927 0.509 0.880 0.0 -0.1 0.0
H 1.620 -2.119 -0.364 0.0 0.0 0.2
H -3.664 -1.137 2.125 0.0 0.0 0.0
```
Forces are in eV/Å.

Löwdin population analysis, charges in e, atoms 1 to 2: Si 0.53; O -0.04

=====

(2)
Formula: C5H13NO4P
Source: the OMol25 dataset
Level of theory: wB97M-V/def2-TZVPD

Lowest unoccupied orbital energy (alpha / beta) ... 0.13410 / 0.06471 Eh
Charge ... -1
Kohn-Sham gap (alpha / beta) ... 4.4849 / 7.0844 eV
Expectation value of S² ... 2.006
E_HOMO (alpha / beta) ... -0.84 / -5.32 eV
Multiplicity ... 3

```
24
Properties=species:S:1:pos:R:3:forces:R:3
P 2.065 -2.330 -1.208 0.1 -0.3 -3.1
O 2.280 -2.559 0.330 -0.9 -0.3 2.1
O 3.361 -1.876 -1.793 -0.4 0.6 0.2
O 0.715 -1.710 -1.459 0.8 0.2 0.4
O 1.916 -3.866 -1.813 -3.6 0.0 5.1
N -1.004 1.279 -0.324 -0.2 -0.4 -2.0
C -0.187 2.136 -1.200 1.0 0.0 2.4
C -0.689 -0.581 1.184 1.9 -1.5 0.3
C 0.236 1.669 1.604 3.6 4.9 5.3
C -1.560 0.174 -1.119 -1.4 0.7 -0.9
C -0.443 0.846 0.831 -3.6 -6.4 -4.2
H -0.717 -1.239 0.225 0.3 0.9 2.2
H -1.575 -0.772 1.829 -0.1 0.0 -0.2
H 0.046 3.047 -0.634 0.0 -0.1 -0.4
H 0.204 -0.957 1.854 -1.4 0.6 -1.1
H -2.279 -0.351 -0.481 0.5 -0.3 -0.3
H 0.337 2.733 1.330 0.1 -0.7 0.7
H 2.424 -3.896 -2.527 3.5 -0.3 -4.7
H -2.206 0.554 -1.921 0.3 0.5 0.0
H 0.751 1.609 -1.406 -0.1 0.1 -0.3
H 0.381 1.265 2.630 0.2 1.1 -0.5
H -0.767 -0.449 -1.602 -0.5 0.2 0.8
H 1.389 -2.563 0.739 0.7 0.0 -0.1
H -0.730 2.369 -2.056 -0.8 0.4 -1.5
```
Forces are in eV/Å.

Löwdin population analysis, charges in e, atoms 1 to 2: P 0.13; O -0.15

=====

(3)
Formula: C5H13NO6S2
Source: the OMol25 dataset
Level of theory: wB97M-V/def2-TZVPD

SMILES ... COC(OC)N(S(C)(=O)=O)S(C)(=O)=O
Lowest unoccupied orbital energy ... 0.02441 Eh
Kohn-Sham gap ... 11.2344 eV
E_HOMO ... -10.57 eV
Energy relative to the best compared isomer or geometry (same formula, charge and spin) ... 0.0 kcal per mole

```
27
Properties=species:S:1:pos:R:3:forces:R:3
S -0.594 -1.136 -1.400 -2.8 -0.9 0.7
S 1.601 -0.729 0.508 0.1 -3.3 -2.1
O 1.723 -2.198 0.461 0.1 2.4 -1.0
O 1.995 -0.195 1.729 -0.3 1.7 2.8
O 0.356 1.819 0.045 1.1 1.0 -0.3
O -0.677 0.937 1.775 -0.2 0.0 0.1
O -1.998 -0.834 -1.585 0.7 0.2 1.0
O 0.224 -0.748 -2.470 2.0 0.5 -1.5
N -0.035 -0.443 0.026 1.4 -0.9 0.9
C -0.307 3.060 -0.100 -1.4 -0.3 -1.4
C -1.802 0.212 2.245 -0.5 -0.4 1.3
C -0.504 0.850 0.398 -2.2 -0.1 -0.6
C 2.606 0.187 -0.671 -1.1 -0.2 0.9
C -0.470 -2.871 -1.134 -0.1 -2.2 -0.1
H -2.111 0.603 3.287 0.4 0.0 -1.9
H 2.677 1.246 -0.302 0.4 -1.5 -0.2
H 2.156 0.133 -1.632 -0.3 0.0 -0.8
H -0.581 3.542 0.877 0.1 -0.5 -1.1
H 0.108 -3.272 -0.267 -0.6 1.0 -0.6
H -1.461 -3.392 -1.196 0.6 1.1 0.2
H -1.584 -0.886 2.497 -0.2 1.3 -1.1
H -1.414 0.948 -0.300 0.2 0.1 1.7
H 0.068 -3.212 -2.023 0.1 0.1 0.1
H -1.175 2.847 -0.844 0.7 0.6 1.7
H 3.403 -0.525 -0.618 1.4 0.4 -0.2
H 0.330 3.648 -0.733 0.6 0.7 0.3
H -2.533 0.407 1.425 -0.4 -0.9 1.2
```
Forces are in eV/Å.

Löwdin population analysis, charges in e, atoms 1 to 2: S 0.59; S 0.65

=====

(4)
Formula: C5H13NOS
Source: the OMol25 dataset
Level of theory: wB97M-V/def2-TZVPD

SMILES ... CCN[C@H](CO)CS
Lowest unoccupied orbital energy ... 0.02949 Eh
Kohn-Sham gap ... 8.9043 eV
E_HOMO ... -8.10 eV
Energy relative to the best compared isomer or geometry (same formula, charge and spin) ... 86.3 kcal per mole

```
21
Properties=species:S:1:pos:R:3:forces:R:3
S -2.652 -1.421 -0.365 -0.8 -1.1 -1.5
O -0.308 1.235 2.882 3.2 4.1 0.5
N -0.126 0.523 -0.387 -1.1 0.9 -1.7
C 0.216 0.344 1.934 -2.6 -2.2 0.4
C -1.165 -1.529 0.644 -1.5 6.0 -2.7
C -0.816 0.044 0.745 2.0 -0.8 2.7
C 0.927 -0.045 -1.117 2.3 -2.3 1.7
C 1.280 0.828 -2.276 0.0 0.6 1.7
H 1.898 1.697 -2.060 -0.5 0.3 0.6
H 2.053 -0.169 -0.512 -2.9 -0.1 -1.0
H -1.704 0.728 0.828 0.6 -1.2 0.4
H -0.395 -2.100 0.337 2.6 -1.6 -1.7
H 0.511 1.878 3.087 -3.1 -1.9 -0.4
H 1.924 0.273 -2.838 1.2 -1.5 -2.4
H -2.260 -1.778 -1.622 0.1 0.1 0.6
H -1.521 -2.003 1.435 -1.4 -1.3 4.3
H 0.434 -0.481 2.576 0.1 -1.7 -0.1
H -0.338 1.484 -0.582 0.2 0.0 -0.2
H 0.349 1.078 -2.682 -1.0 0.6 -1.5
H 0.577 -1.116 -1.460 1.1 1.8 0.4
H 1.115 0.533 1.433 1.4 1.3 -0.3
```
Forces are in eV/Å.

Löwdin population analysis, charges in e, atoms 1 to 2: S 0.73; O -0.10

=====

Result set for max |F|: 4.75 8.43 3.88 6.74 eV/Å, one per record in the order listed.
Result set for M: 163.25 182.14 247.29 135.23 u, one per record in the order listed.